Record 1
C40H46P2SiZn | ωB97M-V/def2-TZVPD

```
90
Properties=species:S:1:pos:R:3:forces:R:3
Zn -1.163740 -3.324004 1.939460 -0.868 -0.408 -0.008
C 2.798112 -4.756336 -0.869050 -0.020 0.286 -0.026
C 3.049647 -3.439110 -0.905596 -0.508 -0.661 0.256
C 2.973104 -2.509417 -2.087060 0.574 0.657 -0.038
C 1.571992 -1.936225 -2.433597 0.650 -0.080 0.077
C 0.487221 -2.910883 -2.762129 -0.174 -1.299 0.250
C 0.639157 -4.184183 -3.177716 0.031 0.869 0.545
C 1.916113 -4.958760 -3.298495 0.589 -0.645 -0.489
C 2.491931 -5.662342 -2.028770 -0.683 0.114 -0.564
C -2.571122 -1.951143 1.909459 -0.046 -0.045 -0.602
H 2.743310 -5.279781 0.087630 0.372 0.332 -0.010
H 3.294297 -2.925202 0.030727 -0.224 -0.317 -0.110
H 3.459715 -2.899855 -2.987246 -0.140 0.057 0.344
H 3.588016 -1.649108 -1.784148 -0.126 0.004 -0.316
H 1.270074 -1.268334 -1.610540 -0.094 -0.182 -0.360
H 1.707803 -1.317397 -3.335197 -0.044 0.170 0.336
H -0.523630 -2.546284 -2.570062 0.095 -0.018 -0.486
H -0.214107 -4.766080 -3.501268 -0.411 0.187 0.376
H 2.704190 -4.359061 -3.755424 -0.139 -0.178 0.011
H 1.717787 -5.766019 -4.014673 0.123 0.077 0.030
H 1.782389 -6.443574 -1.689808 0.269 0.463 -0.156
H 3.385965 -6.220314 -2.369930 -0.204 0.276 0.329
H -3.509518 -2.530911 2.011865 0.403 0.177 -0.029
H -2.576389 -1.527468 0.884801 -0.048 -0.092 0.479
H -2.622151 -1.125280 2.616200 0.271 -0.088 0.040
P 0.364192 3.931836 1.849111 0.219 0.451 0.403
P -2.266002 4.222676 0.106212 -0.429 0.856 -0.232
C 0.461793 4.507644 0.130828 -1.270 0.172 -1.232
C -0.671495 4.738052 -0.584149 1.404 -0.142 0.916
C 1.344415 5.328135 2.581671 0.015 -0.086 0.130
C 2.240439 6.122797 1.847055 -0.014 0.256 0.621
C 2.926078 7.168283 2.473506 -0.160 -0.168 -0.175
C 2.719294 7.448369 3.820371 -0.082 -0.311 0.151
C 1.819972 6.664984 4.553349 0.064 -0.007 -0.202
C 1.125343 5.617001 3.942209 0.336 0.263 -0.353
C 1.559205 2.550595 1.775843 0.247 -0.089 -0.314
C 1.124993 1.404726 1.079755 0.468 0.006 0.358
C 1.970851 0.301317 0.962764 0.145 0.101 0.164
C 3.258209 0.344320 1.522255 -0.111 0.255 -0.093
C 3.690362 1.494511 2.196266 -0.128 -0.241 -0.062
C 2.839429 2.594523 2.336297 -0.110 -0.441 -0.140
C -3.152969 5.799809 -0.370812 0.205 0.077 -0.176
C -2.721648 7.003415 0.226330 -0.427 -0.160 -0.309
C -3.287993 8.219740 -0.161988 -0.118 -0.120 -0.050
C -4.282558 8.258211 -1.147525 0.165 -0.408 0.031
C -4.704223 7.064200 -1.741925 0.094 0.181 0.256
C -4.142418 5.843101 -1.358032 -0.052 0.248 0.110
C -2.771142 3.122086 -1.251441 -0.486 -0.315 0.077
C -3.908221 2.338986 -0.970478 0.375 0.062 -0.530
C -4.406807 1.472391 -1.938254 -0.028 -0.096 -0.070
C -3.767446 1.360393 -3.178591 0.036 0.125 0.043
C -2.635912 2.135220 -3.453582 -0.046 -0.071 0.207
C -2.129452 3.013021 -2.488761 -0.414 -0.371 -0.133
H 1.440164 4.707541 -0.301337 -0.145 0.010 -0.075
H -0.676109 5.224227 -1.568855 0.275 -0.219 0.353
H 2.405024 5.975857 0.783523 0.010 -0.089 0.302
H 3.622517 7.760588 1.884419 -0.108 -0.027 0.148
H 3.270498 8.258803 4.303131 -0.234 -0.253 -0.139
H 1.660705 6.872685 5.606731 -0.020 0.004 -0.104
H 0.396706 5.033571 4.511192 0.269 0.136 -0.180
H 0.122414 1.384968 0.649208 0.209 -0.028 0.075
H 1.627748 -0.600316 0.444269 0.167 0.350 0.182
H 3.928805 -0.513192 1.410374 -0.244 0.312 0.088
H 4.696537 1.536922 2.619313 -0.309 -0.066 -0.121
H 3.165208 3.475387 2.889044 -0.041 -0.184 -0.198
H -1.938413 6.986122 0.985560 -0.168 -0.006 -0.148
H -2.962800 9.148066 0.309814 -0.029 -0.259 -0.126
H -4.714212 9.209930 -1.458546 0.101 -0.256 0.114
H -5.481093 7.081339 -2.504108 0.166 0.007 0.115
H -4.480418 4.924209 -1.840874 0.118 0.267 0.142
H -4.386505 2.420520 0.007312 0.104 -0.039 -0.253
H -5.294341 0.875141 -1.715950 0.293 0.140 -0.133
H -4.150665 0.664555 -3.931216 0.133 0.281 0.280
H -2.133105 2.054045 -4.418639 -0.168 -0.022 0.252
H -1.237287 3.593368 -2.716168 -0.265 -0.156 0.058
C 1.141501 -8.641181 -0.127673 0.148 0.711 -0.093
Si -0.162247 -8.213053 1.184889 0.624 -1.646 0.248
C -1.578392 -9.385464 0.667512 -0.549 0.360 -0.145
C 0.657655 -9.069539 2.676366 -0.067 0.543 0.251
C -0.476541 -6.407535 1.542592 -0.657 2.468 0.036
C -0.702242 -5.187173 1.732299 1.002 -2.936 -0.437
H 1.393117 -9.702641 -0.039729 -0.177 0.057 0.169
H 2.072771 -8.082305 0.010081 -0.041 -0.039 0.087
H 0.838477 -8.474777 -1.158172 -0.190 0.048 -0.129
H -1.319751 -10.436317 0.888763 0.203 0.516 0.044
H -2.556249 -9.208816 1.131132 0.193 0.081 0.022
H -1.742208 -9.340056 -0.419179 0.051 0.104 0.215
H 1.721402 -8.786476 2.683901 -0.240 -0.086 0.088
H 0.234999 -8.788991 3.650639 0.070 -0.111 -0.208
H 0.599873 -10.163284 2.570666 -0.029 0.341 -0.057
```
Forces are in eV/Å.

Calculated values
2S+1: 1
E, eV: -117095.6639
Lowest unoccupied orbital energy, eV: 0.15
Frontier orbital gap, eV: 8.00
Energy above the lowest of the compared OMol25 structures with the same formula, charge and spin, kcal per mole: 0.00
Total charge: 0

Results of the Mulliken charge analysis, in e, for atoms 1 through 8:
1 Zn -0.334
2 C -0.336
3 C -0.354
4 C -1.080
5 C 0.234
6 C -0.611
7 C -0.360
8 C -1.117

=====

Record 2
C40H47BrDyN7O2P2 | ωB97M-V/def2-TZVPD

```
100
Properties=species:S:1:pos:R:3:forces:R:3
Dy -0.123605 0.119750 1.160302 0.627 -0.365 -0.889
N -0.719737 -0.338412 3.485435 0.436 -0.092 1.056
C -1.584017 0.719997 4.089840 -0.508 0.614 -0.319
C -2.721685 1.135620 3.131654 0.874 0.286 0.244
N -2.125858 1.518349 1.800862 -0.910 0.293 0.107
H -1.091673 -1.260332 3.750914 0.136 0.362 -0.343
H 0.231876 -0.327689 3.924498 -1.034 0.013 -0.357
H -0.967343 1.587400 4.366826 -0.065 -0.257 -0.152
H -2.102197 0.393646 4.982711 0.274 -0.230 0.421
H -3.306343 1.982836 3.569713 0.408 -0.781 -0.318
H -3.357688 0.265062 3.010568 -0.270 0.024 -0.276
H -1.812553 2.488052 1.913184 -0.170 -0.228 -0.275
H -2.899712 1.558600 1.110153 0.678 0.032 0.412
Br 6.816995 1.199869 -1.166290 -0.936 -0.221 0.443
C 5.794258 0.112929 0.074127 1.347 -0.009 -0.386
C 6.597485 -0.749610 0.838292 0.785 -0.071 0.121
C 5.986764 -1.481774 1.824556 0.716 -0.586 0.415
C 4.605563 -1.452313 1.976129 -0.830 -0.451 0.147
C 3.914920 -0.715201 1.055414 -0.418 1.320 -0.368
N 4.503896 0.170521 0.143699 -1.386 -1.712 0.809
C 2.390231 -0.788350 1.108690 -0.452 0.720 -0.524
O 1.746596 -0.611864 2.223590 0.683 -0.540 -0.764
O 1.704296 -0.888537 0.039954 0.404 0.069 0.944
H 7.691902 -0.809501 0.651178 -1.052 0.110 0.259
H 6.569328 -2.130974 2.472202 0.049 0.154 -0.115
H 4.035041 -2.044626 2.731002 0.789 0.530 -0.695
C -2.290514 -2.249745 -1.539754 -1.610 -1.226 -0.872
C -1.253435 -1.818734 -2.551937 1.174 0.234 0.750
P -0.757022 -0.069758 -2.252156 -1.138 0.254 -1.080
C 0.441054 0.010741 -3.627431 1.404 0.325 1.541
C 0.234567 -0.022629 -4.998345 -0.913 -0.505 -0.351
C 1.304256 -0.231873 -5.861200 0.428 0.172 -0.516
C 2.631508 -0.273381 -5.379283 -0.693 0.034 0.352
C 2.836690 -0.230827 -4.005060 -0.420 0.673 1.103
C 1.741079 -0.078035 -3.102699 0.606 -0.409 -1.453
C -2.192789 0.859539 -2.981191 0.420 -0.546 0.402
C -2.264756 2.196796 -2.667324 0.097 1.348 -0.086
C -2.851213 3.145247 -3.514400 -0.313 -0.114 0.751
C -3.553050 2.712851 -4.647049 0.322 -0.279 1.038
C -3.677559 1.324616 -4.824101 -0.044 0.463 -0.502
C -2.978184 0.410280 -4.033030 0.051 -0.122 -0.655
P -1.973533 -2.015448 0.274211 -0.391 -0.560 -0.980
C -3.642421 -2.351019 0.883913 -1.479 0.127 0.553
C -4.524327 -1.244137 0.979764 0.794 -0.566 0.524
C -5.735842 -1.377412 1.665036 0.783 -0.458 -0.433
C -6.148792 -2.649769 2.052474 -0.781 -0.163 0.691
C -5.404189 -3.795922 1.787721 0.803 0.251 -0.110
C -4.120367 -3.627579 1.272943 0.103 1.071 -0.637
C -1.027256 -3.464817 0.778666 1.079 -0.375 0.277
C -0.111580 -4.118636 -0.088458 -1.050 1.262 -0.645
C 0.552459 -5.244675 0.308233 0.137 -0.925 0.997
C 0.414853 -5.710600 1.637531 0.362 -0.719 -0.723
C -0.362932 -4.988567 2.524698 -0.126 -0.057 0.418
C -1.101875 -3.878534 2.117090 -0.003 0.504 -0.257
H -2.570439 -3.325401 -1.781411 0.342 0.974 0.824
H -3.277072 -1.721995 -1.704446 1.057 -0.185 0.099
H -1.554007 -1.933307 -3.590069 -0.312 -0.028 0.012
H -0.298485 -2.393094 -2.488726 -0.691 0.325 0.099
H -0.810395 0.023932 -5.360981 0.843 0.033 -0.039
H 1.128501 -0.352922 -6.944378 0.040 0.251 0.712
H 3.482617 -0.307448 -6.062329 -0.362 -0.178 0.182
H 3.840629 -0.208515 -3.569853 -0.264 -0.192 -0.332
H 1.877283 -0.102137 -2.016717 0.250 0.096 -0.567
H -1.809450 2.582794 -1.759354 0.330 -0.095 -0.033
H -2.784601 4.184975 -3.149160 -0.212 -0.497 -0.766
H -4.021931 3.439562 -5.305247 0.028 -0.315 0.019
H -4.283512 0.988393 -5.662477 0.151 -0.169 0.186
H -2.955475 -0.645615 -4.312074 -0.274 0.339 0.035
H -4.164686 -0.288349 0.580539 -0.350 -0.130 0.273
H -6.294710 -0.501499 1.941030 -0.363 0.105 -0.178
H -7.068351 -2.753788 2.641814 0.270 0.090 -0.443
H -5.731657 -4.811632 2.028830 -0.109 0.552 0.027
H -3.471903 -4.458778 1.099394 0.172 -0.555 0.129
H 0.027132 -3.727669 -1.116580 -0.157 -0.492 0.819
H 1.129614 -5.800561 -0.418106 0.176 0.028 0.111
H 0.877262 -6.687088 1.956335 -0.401 1.342 -0.370
H -0.406890 -5.331492 3.547783 -0.171 0.039 0.120
H -1.764755 -3.303998 2.802744 0.513 -0.779 -0.359
C 2.238599 2.303893 2.364130 0.676 2.094 0.159
N 3.124018 3.514885 2.252311 -1.427 0.486 -1.205
C 3.813759 3.519552 0.884211 -0.223 -1.218 1.039
N 2.864547 3.412565 -0.239825 -0.276 0.708 1.515
C 2.071974 2.177593 -0.019661 0.339 1.796 -0.703
N 1.292539 2.213529 1.229759 -0.620 -0.042 0.487
C 0.467732 3.433067 1.242750 -0.499 1.474 -0.332
N 1.208290 4.718980 1.120165 1.553 -1.622 0.565
C 2.228176 4.737487 2.257645 -0.164 -0.472 -0.808
C 2.012679 4.646568 -0.137401 -0.759 -0.736 -0.355
H 1.661172 2.415932 3.307342 0.407 -0.359 -0.420
H 2.852469 1.432808 2.329491 0.409 -0.490 0.414
H 4.503591 2.661622 0.866057 -0.251 0.280 -0.033
H 4.398032 4.428272 0.825304 0.013 0.203 -0.125
H 2.755075 1.342942 -0.000746 0.068 -0.029 -0.282
H 1.351222 2.120557 -0.825922 -0.093 -0.314 -0.488
H -0.086712 3.463917 2.204984 0.230 0.040 -0.464
H -0.236399 3.401777 0.379330 0.235 -0.086 0.503
H 1.641156 4.792330 3.181947 0.401 -0.007 0.009
H 2.850506 5.643938 2.114915 -0.374 -0.571 0.291
H 2.632505 5.554146 -0.199811 -0.128 -0.498 -0.064
H 1.298819 4.627870 -0.971553 0.202 0.122 0.045
```
Forces are in eV/Å.

Calculated values
2S+1: 6
E, eV: -169461.3393
Lowest unoccupied orbital energy (spin up / spin down), eV: -5.13 / -5.17
Frontier orbital gap (spin up / spin down), eV: 8.17 / 8.13
Energy above the lowest of the compared OMol25 structures with the same formula, charge and spin, kcal per mole: 0.00
Total charge: +2

Results of the Mulliken charge analysis, in e, for atoms 1 through 8:
1 Dy 0.148
2 N -0.282
3 C -0.717
4 C -0.370
5 N -0.283
6 H 0.215
7 H 0.323
8 H 0.275